ORCA calculation (ωB97M-V/def2-TZVPD) on a 9-piece molecular cluster, C81H171N9O9 overall at a distorted geometry.

Calculated values
- relative energy (zero: lowest compared OMol25 entry of this formula, charge and spin) (eV) = 6.341
- structure (SMILES) = CC1(C)CCCC(C)(C)N1O.CC1(C)CCCC(C)(C)N1O.CC1(C)CCCC(C)(C)N1O.CC1(C)CCCC(C)(C)N1O.CC1(C)CCCC(C)(C)N1O.CC1(C)CCCC(C)(C)N1O.CC1(C)CCCC(C)(C)N1O.CC1(C)CCCC(C)(C)N1O.CC1(C)CCCC(C)(C)N1O
- total energy (Eh) = -4358.25274

Element x y z (Å)
C1 3.829 -12.276 7.372
C2 2.926 -13.038 8.394
C3 3.498 -12.800 9.800
C4 2.564 -13.145 10.879
C5 1.298 -12.337 10.710
C6 0.559 -12.668 9.327
N1 1.490 -12.588 8.214
O1 0.912 -12.637 6.933
C7 -0.151 -14.026 9.384
C8 -0.488 -11.570 9.142
C9 3.037 -14.565 8.051
H1 3.812 -11.193 7.491
H2 3.434 -12.453 6.371
H3 4.849 -12.657 7.424
H4 4.404 -13.374 9.993
H5 3.880 -11.806 10.033
H6 3.040 -12.931 11.836
H7 2.386 -14.220 10.859
H8 1.498 -11.266 10.719
H9 0.608 -12.617 11.506
H10 0.502 -14.800 9.786
H11 -0.913 -13.969 10.162
H12 -0.608 -14.382 8.460
H13 -0.142 -10.542 9.041
H14 -1.113 -11.801 8.279
H15 -1.090 -11.496 10.048
H16 3.960 -15.082 8.314
H17 2.968 -14.684 6.970
H18 2.115 -15.016 8.418
H19 0.656 -13.561 6.967
C10 3.799 -16.710 4.177
C11 3.148 -15.790 3.141
C12 2.732 -14.492 3.864
C13 2.398 -13.274 2.882
C14 3.579 -13.033 1.993
C15 4.057 -14.268 1.222
N2 4.213 -15.428 2.175
O2 4.785 -16.558 1.663
C16 3.179 -14.591 -0.047
C17 5.458 -13.888 0.746
C18 1.936 -16.555 2.445
H20 4.781 -16.313 4.433
H21 3.978 -17.718 3.804
H22 3.166 -16.854 5.053
H23 1.926 -14.752 4.550
H24 3.524 -14.128 4.518
H25 2.241 -12.353 3.443
H26 1.496 -13.502 2.314
H27 4.333 -12.577 2.634
H28 3.316 -12.291 1.239
H29 2.115 -14.512 0.177
H30 3.397 -14.005 -0.939
H31 3.213 -15.627 -0.383
H32 5.520 -13.130 -0.034
H33 6.124 -13.455 1.493
H34 6.023 -14.749 0.387
H35 1.421 -15.883 1.759
H36 1.244 -16.872 3.225
H37 2.331 -17.441 1.948
H38 5.542 -16.558 2.253
C19 -6.037 -11.779 0.713
C20 -7.521 -11.918 0.595
C21 -7.881 -13.264 -0.140
C22 -7.798 -14.553 0.694
C23 -8.677 -14.310 1.913
C24 -8.338 -13.036 2.717
N3 -8.333 -11.843 1.840
O3 -8.235 -10.688 2.541
C25 -9.473 -12.937 3.820
C26 -7.002 -13.231 3.484
C27 -8.046 -10.738 -0.324
H39 -5.646 -11.507 -0.267
H40 -5.549 -12.684 1.074
H41 -5.797 -10.913 1.331
H42 -8.843 -13.251 -0.652
H43 -7.141 -13.454 -0.917
H44 -6.786 -14.755 1.044
H45 -8.082 -15.476 0.190
H46 -8.386 -15.206 2.460
H47 -9.713 -14.420 1.595
H48 -9.607 -13.948 4.206
H49 -9.113 -12.322 4.644
H50 -10.484 -12.617 3.566
H51 -6.561 -12.320 3.887
H52 -7.036 -13.832 4.393
H53 -6.220 -13.542 2.791
H54 -9.130 -10.637 -0.285
H55 -7.868 -10.774 -1.399
H56 -7.587 -9.810 0.017
H57 -9.095 -10.518 2.931
C28 -5.470 -20.621 4.540
C29 -5.466 -22.118 4.707
C30 -5.508 -22.859 3.366
C31 -4.191 -23.085 2.676
C32 -3.164 -23.678 3.589
C33 -2.928 -22.816 4.837
N4 -4.238 -22.561 5.482
O4 -4.158 -22.124 6.764
C34 -1.995 -23.778 5.716
C35 -2.172 -21.562 4.492
C36 -6.770 -22.562 5.480
H58 -4.642 -20.349 3.884
H59 -5.419 -20.082 5.486
H60 -6.368 -20.211 4.078
H61 -6.007 -23.821 3.479
H62 -6.049 -22.282 2.616
H63 -3.774 -22.179 2.235
H64 -4.282 -23.675 1.764
H65 -2.193 -23.702 3.095
H66 -3.497 -24.656 3.936
H67 -1.893 -23.256 6.667
H68 -2.399 -24.773 5.906
H69 -0.972 -23.911 5.363
H70 -2.588 -21.022 3.642
H71 -2.318 -20.810 5.267
H72 -1.095 -21.714 4.413
H73 -6.595 -22.168 6.481
H74 -6.943 -23.634 5.574
H75 -7.677 -22.075 5.121
H76 -4.412 -22.859 7.326
C37 -11.786 -19.885 7.847
C38 -10.451 -19.609 8.627
C39 -9.656 -20.933 8.636
C40 -8.242 -20.798 9.271
C41 -7.481 -19.811 8.377
C42 -8.106 -18.417 8.227
N5 -9.599 -18.593 7.949
O5 -10.376 -17.450 7.772
C43 -7.841 -17.600 9.439
C44 -7.543 -17.716 6.911
C45 -10.915 -19.166 10.042
H77 -12.352 -18.963 7.714
H78 -12.447 -20.528 8.428
H79 -11.694 -20.171 6.799
H80 -10.343 -21.555 9.210
H81 -9.582 -21.386 7.647
H82 -7.861 -21.804 9.447
H83 -8.333 -20.325 10.249
H84 -7.391 -20.259 7.387
H85 -6.480 -19.740 8.804
H86 -6.757 -17.534 9.537
H87 -8.277 -16.606 9.347
H88 -8.134 -18.108 10.359
H89 -8.131 -16.823 6.701
H90 -6.536 -17.314 7.022
H91 -7.660 -18.350 6.031
H92 -11.610 -19.896 10.458
H93 -11.427 -18.209 10.136
H94 -10.105 -19.043 10.761
H95 -10.444 -16.997 8.615
C46 -5.244 -15.828 -1.452
C47 -4.678 -17.192 -1.999
C48 -3.200 -17.309 -1.616
C49 -2.986 -17.668 -0.144
C50 -3.683 -18.964 0.275
C51 -5.233 -19.020 -0.151
N6 -5.473 -18.442 -1.526
O6 -6.814 -18.305 -1.835
C52 -5.460 -20.500 -0.263
C53 -6.183 -18.373 0.895
C54 -4.765 -17.209 -3.537
H96 -4.563 -15.022 -1.727
H97 -5.173 -15.866 -0.365
H98 -6.210 -15.456 -1.794
H99 -2.705 -18.038 -2.257
H100 -2.780 -16.330 -1.849
H101 -3.331 -16.816 0.441
H102 -1.933 -17.790 0.110
H103 -3.546 -19.160 1.338
H104 -3.189 -19.848 -0.128
H105 -6.517 -20.715 -0.424
H106 -4.886 -20.974 -1.059
H107 -5.196 -21.172 0.554
H108 -5.880 -17.412 1.311
H109 -7.125 -18.072 0.436
H110 -6.385 -18.971 1.783
H111 -4.098 -16.488 -4.010
H112 -5.756 -17.077 -3.971
H113 -4.434 -18.186 -3.891
H114 -7.050 -19.112 -2.298
C55 -1.549 -15.346 2.850
C56 -2.722 -15.088 3.827
C57 -3.928 -16.015 3.438
C58 -3.718 -17.487 3.807
C59 -3.591 -17.560 5.336
C60 -2.417 -16.698 5.886
N7 -2.418 -15.329 5.289
O7 -1.485 -14.521 5.840
C61 -2.794 -16.593 7.444
C62 -1.166 -17.491 5.679
C63 -3.107 -13.626 3.644
H115 -0.631 -14.822 3.117
H116 -1.948 -15.031 1.886
H117 -1.289 -16.358 2.541
H118 -4.904 -15.723 3.826
H119 -3.998 -15.939 2.353
H120 -2.807 -17.836 3.321
H121 -4.563 -18.042 3.400
H122 -3.487 -18.604 5.633
H123 -4.522 -17.227 5.794
H124 -2.732 -17.645 7.721
H125 -2.059 -15.961 7.943
H126 -3.766 -16.152 7.666
H127 -0.942 -17.793 4.656
H128 -0.375 -16.826 6.025
H129 -1.271 -18.349 6.342
H130 -2.281 -13.021 4.019
H131 -4.057 -13.358 4.108
H132 -3.186 -13.324 2.600
H133 -1.989 -13.815 6.251
C64 -0.216 -18.561 10.014
C65 -1.080 -19.809 9.985
C66 -0.621 -20.766 8.789
C67 0.639 -21.679 9.052
C68 0.281 -22.408 10.343
C69 -0.012 -21.553 11.609
N8 -1.080 -20.586 11.276
O8 -1.377 -19.759 12.372
C70 -0.513 -22.481 12.718
C71 1.368 -20.866 12.077
C72 -2.555 -19.441 9.795
H134 0.822 -18.894 10.013
H135 -0.322 -17.993 10.938
H136 -0.411 -17.854 9.207
H137 -1.426 -21.432 8.478
H138 -0.372 -20.136 7.935
H139 1.575 -21.157 9.252
H140 0.853 -22.321 8.198
H141 1.024 -23.191 10.499
H142 -0.609 -23.033 10.273
H143 -1.364 -23.080 12.393
H144 0.361 -22.949 13.170
H145 -0.964 -21.916 13.533
H146 2.061 -21.640 12.406
H147 1.910 -20.216 11.390
H148 1.241 -20.268 12.979
H149 -2.824 -19.483 8.740
H150 -2.757 -18.427 10.141
H151 -3.266 -20.185 10.153
H152 -2.157 -20.090 12.822
C73 -4.131 -10.135 7.728
C74 -5.124 -10.741 8.738
C75 -6.636 -10.314 8.592
C76 -7.470 -11.024 7.540
C77 -7.283 -12.519 7.782
C78 -5.843 -13.108 7.920
N9 -5.052 -12.237 8.838
O9 -3.778 -12.691 9.025
C79 -6.097 -14.422 8.717
C80 -5.260 -13.414 6.608
C81 -4.631 -10.174 10.091
H153 -3.152 -10.048 8.199
H154 -4.451 -9.136 7.434
H155 -4.003 -10.658 6.780
H156 -7.120 -10.242 9.566
H157 -6.638 -9.293 8.211
H158 -7.234 -10.708 6.524
H159 -8.500 -10.785 7.805
H160 -7.703 -12.941 6.869
H161 -7.883 -12.817 8.642
H162 -6.613 -14.251 9.661
H163 -6.607 -15.266 8.253
H164 -5.145 -14.852 9.027
H165 -5.257 -12.471 6.062
H166 -4.226 -13.750 6.680
H167 -5.835 -14.265 6.242
H168 -5.115 -10.739 10.887
H169 -4.978 -9.154 10.256
H170 -3.554 -10.237 10.244
H171 -3.854 -12.948 9.947